1) Entry from the Open Molecules 2025 dataset: one molecule with the formula C9H12N2 (wB97M-V/def2-TZVPD).

Summary:
LUMO, eV: 0.23
Orbital gap, eV: 9.0
Structure (SMILES): CC/C=C/C=C\C=C(\N)C#N

Element x y z (Å)
C  -1.798  -0.795  0.971
C  -0.335  2.063  0.691
C  -1.516  1.954  0.016
C  0.609  0.901  0.739
C  -2.064  0.829  -0.775
C  1.631  0.861  -0.102
C  -2.239  -0.419  -0.295
C  2.288  -1.621  0.221
C  2.684  -0.192  -0.154
N  -1.531  -1.292  1.968
N  -2.947  -1.349  -1.119
H  0.162  2.920  1.025
H  -2.096  2.966  -0.154
H  0.362  0.070  1.390
H  -2.445  0.959  -1.730
H  1.752  1.919  -0.611
H  3.125  -2.189  -0.188
H  1.445  -1.817  -0.271
H  2.058  -1.661  1.225
H  3.130  -0.250  -1.058
H  3.491  -0.025  0.695
H  -3.327  -2.156  -0.587
H  -2.440  -1.676  -1.899

***

2) Entry from the Open Molecules 2025 dataset: a 2-piece molecular cluster, C9H12N2 overall (wB97M-V/def2-TZVPD).

Summary:
LUMO, eV: 0.93
Orbital gap, eV: 9.1
Structure (SMILES): NNc1ccccc1.C#CC

Element x y z (Å)
C  -0.690  -2.630  1.039
C  -1.032  -1.710  2.046
C  -0.703  -2.177  -0.251
C  -1.144  -0.341  1.755
C  -0.787  -0.823  -0.583
C  -0.983  0.091  0.453
C  2.168  0.354  -2.413
C  2.113  0.947  -1.383
C  2.397  1.359  -0.014
N  -1.156  2.184  -0.928
N  -0.987  1.479  0.294
H  -0.570  -3.722  1.314
H  -1.029  -2.010  3.125
H  -0.340  -2.785  -1.013
H  -1.733  0.313  2.317
H  -1.085  -0.621  -1.613
H  -1.472  1.868  1.023
H  1.766  0.194  -3.351
H  1.494  1.822  0.446
H  3.367  1.932  0.076
H  2.625  0.358  0.535
H  -1.939  1.874  -1.433
H  -0.280  2.047  -1.443

***

Most favorable first, least favorable last: 1), 2)

***

1) Entry from the Open Molecules 2025 dataset: one molecule with the formula C23H27N3O6S (wB97M-V/def2-TZVPD).

Summary:
LUMO, eV: 0.43
Orbital gap, eV: 8.4
Structure (SMILES): CC(=O)Nc1ccc(NC(=O)[C@@H](C)OC(=O)c2cccc(S(=O)(=O)N3CCCCC3)c2)cc1

Element x y z (Å)
C  -6.527  -0.153  -0.192
C  -5.432  0.805  -0.617
O  -5.458  1.420  -1.658
N  -4.445  0.903  0.321
C  -3.219  1.557  0.231
C  -2.780  2.186  -0.931
C  -1.519  2.740  -0.978
C  -0.678  2.695  0.131
C  -1.137  2.128  1.315
C  -2.395  1.561  1.355
H  -2.735  1.093  2.268
H  -0.501  2.111  2.184
N  0.648  3.135  -0.041
C  1.707  2.879  0.767
O  1.655  2.621  1.947
C  3.023  2.783  -0.043
C  4.247  2.738  0.847
H  4.102  1.989  1.621
H  4.383  3.707  1.319
H  5.130  2.491  0.264
H  3.095  3.569  -0.803
O  2.862  1.505  -0.697
C  2.296  1.465  -1.902
O  2.131  2.418  -2.620
C  1.803  0.078  -2.162
C  0.746  -0.349  -1.363
C  0.268  -1.634  -1.503
C  0.801  -2.497  -2.440
C  1.829  -2.057  -3.260
C  2.336  -0.774  -3.120
H  3.148  -0.435  -3.745
H  2.244  -2.719  -4.006
H  0.396  -3.494  -2.519
S  -1.011  -2.188  -0.363
O  -1.920  -1.103  -0.133
O  -1.526  -3.432  -0.855
N  -0.261  -2.504  1.072
C  0.564  -3.683  1.165
C  2.051  -3.361  1.015
C  2.450  -2.301  2.041
C  1.597  -1.051  1.840
C  0.113  -1.410  1.939
H  -0.523  -0.566  1.671
H  -0.118  -1.708  2.969
H  1.820  -0.623  0.861
H  1.829  -0.297  2.593
H  3.507  -2.055  1.936
H  2.292  -2.696  3.048
H  2.248  -2.986  0.008
H  2.633  -4.272  1.160
H  0.217  -4.369  0.392
H  0.388  -4.144  2.145
H  0.275  0.309  -0.649
H  0.849  3.427  -0.990
H  -1.166  3.187  -1.897
H  -3.418  2.209  -1.798
H  -4.538  0.318  1.139
H  -7.320  -0.142  -0.934
H  -6.120  -1.159  -0.117
H  -6.935  0.137  0.774

***

2) Entry from the Open Molecules 2025 dataset: one molecule with the formula C23H27N3O6S (wB97M-V/def2-TZVPD).

Summary:
LUMO, eV: 0.28
Orbital gap, eV: 8.5
Structure (SMILES): CCOc1ccc(N2C[C@@H](C(=O)Nc3ccc(S(=O)(=O)N4CCOCC4)cc3)CC2=O)cc1

Element x y z (Å)
C  -2.138  6.408  6.678
C  -3.247  5.634  5.971
O  -2.846  4.333  5.590
C  -2.044  4.161  4.505
C  -1.627  2.851  4.266
C  -0.827  2.544  3.187
C  -0.412  3.544  2.308
C  -0.826  4.850  2.545
C  -1.632  5.157  3.625
H  -1.928  6.184  3.762
H  -0.523  5.636  1.875
N  0.423  3.231  1.218
C  0.596  3.990  0.101
O  0.031  5.021  -0.174
C  1.623  3.301  -0.791
H  1.124  2.960  -1.700
C  2.196  2.161  0.054
H  3.166  2.454  0.464
C  2.436  0.872  -0.726
O  3.522  0.349  -0.778
N  1.311  0.394  -1.336
C  1.169  -0.721  -2.162
C  -0.109  -1.005  -2.650
C  -0.311  -2.091  -3.479
C  0.763  -2.889  -3.827
C  2.032  -2.618  -3.352
C  2.243  -1.536  -2.518
H  3.228  -1.312  -2.145
H  2.850  -3.249  -3.662
S  0.486  -4.338  -4.842
O  -0.726  -4.159  -5.584
O  1.695  -4.664  -5.535
N  0.207  -5.567  -3.749
C  1.334  -5.974  -2.942
H  2.195  -6.058  -3.603
C  0.996  -7.322  -2.299
H  1.780  -7.627  -1.605
O  -0.190  -7.236  -1.543
C  -1.279  -6.843  -2.347
H  -2.147  -6.802  -1.687
C  -1.019  -5.479  -2.991
H  -1.815  -5.213  -3.685
H  -0.941  -4.712  -2.202
H  -1.449  -7.587  -3.138
H  0.883  -8.079  -3.089
H  1.541  -5.235  -2.152
H  -1.284  -2.320  -3.882
H  -0.941  -0.369  -2.383
H  0.459  0.924  -1.205
C  1.182  1.996  1.201
H  0.516  1.140  1.028
H  1.682  1.847  2.161
H  2.381  4.021  -1.096
H  -0.534  1.517  3.039
H  -1.950  2.079  4.947
H  -3.624  6.192  5.106
H  -4.079  5.467  6.661
H  -1.801  5.854  7.551
H  -2.514  7.376  6.997
H  -1.287  6.559  6.018

***

3) Entry from the Open Molecules 2025 dataset: one molecule with the formula C23H27N3O6S (wB97M-V/def2-TZVPD).

Summary:
LUMO, eV: 0.33
Orbital gap, eV: 8.3
Structure (SMILES): CCCOc1ccc(N2C(=O)C[C@@H](N(CCc3ccc(S(N)(=O)=O)cc3)C(C)=O)C2=O)cc1

Element x y z (Å)
C  -2.067  6.845  -0.287
C  -1.946  5.651  -1.224
C  -0.507  5.131  -1.270
O  -0.352  4.034  -2.150
C  -0.619  2.785  -1.719
C  -0.275  1.755  -2.598
C  -0.484  0.437  -2.266
C  -1.077  0.107  -1.048
C  -1.444  1.124  -0.179
C  -1.209  2.447  -0.504
H  -1.486  3.204  0.211
H  -1.909  0.893  0.765
N  -1.281  -1.262  -0.703
C  -1.471  -2.266  -1.653
O  -1.611  -2.098  -2.832
C  -1.470  -3.589  -0.931
H  -2.264  -4.240  -1.291
H  -0.522  -4.094  -1.129
C  -1.602  -3.228  0.546
N  -0.805  -4.076  1.425
C  -1.193  -5.384  1.445
O  -2.150  -5.757  0.796
C  -0.380  -6.339  2.289
H  0.681  -6.259  2.073
H  -0.719  -7.347  2.061
H  -0.549  -6.152  3.348
C  0.243  -3.524  2.252
H  -0.101  -2.571  2.658
H  0.405  -4.200  3.089
C  1.573  -3.312  1.492
C  1.745  -1.913  0.967
C  1.929  -1.661  -0.387
C  2.132  -0.367  -0.842
C  2.119  0.672  0.062
C  1.921  0.450  1.409
C  1.748  -0.844  1.861
H  1.615  -1.028  2.916
H  1.907  1.292  2.082
S  2.464  2.329  -0.476
O  2.536  2.383  -1.905
O  1.643  3.267  0.234
N  4.032  2.506  0.131
H  4.114  3.320  0.719
H  4.711  2.525  -0.612
H  2.298  -0.149  -1.884
H  1.930  -2.480  -1.092
H  1.640  -4.033  0.674
H  2.395  -3.515  2.182
C  -1.302  -1.735  0.590
O  -1.168  -1.072  1.589
H  -2.654  -3.346  0.851
H  -0.200  -0.334  -2.962
H  0.185  2.020  -3.535
H  0.147  5.906  -1.681
H  -0.141  4.867  -0.272
H  -2.244  5.937  -2.234
H  -2.617  4.854  -0.897
H  -1.780  6.568  0.725
H  -3.092  7.210  -0.266
H  -1.420  7.655  -0.615

***

Most favorable first, least favorable last: 1), 3), 2)

***

1) Entry from the Open Molecules 2025 dataset: a 2-piece molecular cluster, C5H13N2S overall (wB97M-V/def2-TZVPD).

Summary:
LUMO, eV: 3.96
Orbital gap, eV: 6.9
Total charge: -1

Element x y z (Å)
C  2.261  0.145  -0.950
C  2.194  -1.226  -0.340
C  0.816  -1.577  0.137
S  0.350  -0.678  1.679
H  1.769  0.179  -1.942
H  3.290  0.495  -1.043
H  1.724  0.841  -0.282
H  2.507  -1.934  -1.140
H  2.879  -1.373  0.504
H  0.852  -2.654  0.402
H  0.141  -1.510  -0.730
C  -0.904  2.220  0.107
N  -2.264  -0.161  -0.044
C  -1.916  0.540  -1.188
N  -1.209  1.633  -1.225
H  -0.363  3.138  -0.014
H  -0.320  1.498  0.702
H  -1.850  2.406  0.669
H  -2.842  -0.969  -0.263
H  -1.493  -0.342  0.672
H  -2.292  0.149  -2.131

***

2) Entry from the Open Molecules 2025 dataset: C5H13N2S as an isolated structure (wB97M-V/def2-TZVPD).

Summary:
LUMO, eV: 2.52
Orbital gap, eV: 4.8
Total charge: -1

Element x y z (Å)
C  -1.980  -0.360  -0.173
C  -3.305  -0.507  0.445
S  -4.619  0.636  -0.240
C  -1.322  1.062  -0.152
N  1.446  1.054  0.789
C  1.474  0.094  -0.178
C  2.630  -0.839  0.010
N  3.747  0.038  -0.450
H  -2.065  -0.584  -1.330
H  -1.232  -1.055  0.227
H  -3.601  -1.558  0.260
H  -3.273  -0.518  1.650
H  -0.588  1.251  0.600
H  -2.057  1.854  0.079
H  -0.875  1.341  -1.114
H  1.076  -0.006  -1.229
H  0.942  0.082  1.004
H  2.722  -1.117  1.088
H  2.518  -1.718  -0.672
H  3.550  1.011  -0.296
H  4.812  -0.159  -0.320

***

Most favorable first, least favorable last: 1), 2)

***

1) Entry from the Open Molecules 2025 dataset: a 2-piece molecular cluster, C4H3O2P overall (wB97M-V/def2-TZVPD).

Summary:
LUMO (spin up / spin down), eV: -0.95 / -0.30
Orbital gap (spin up / spin down), eV: 7.5 / 8.1

Element x y z (Å)
C  -0.541  -0.325  -0.956
C  -1.195  -0.399  0.076
C  0.333  0.961  -1.383
C  0.657  -0.689  2.106
O  0.289  0.145  2.772
O  1.291  -1.437  1.579
P  0.069  1.915  -2.672
H  -0.298  -1.054  -1.628
H  -1.807  -0.029  0.927
H  1.202  0.912  -0.821

***

2) Entry from the Open Molecules 2025 dataset: C4H3O2P as an isolated structure (wB97M-V/def2-TZVPD).

Summary:
LUMO (spin up / spin down), eV: -1.69 / -0.98
Orbital gap (spin up / spin down), eV: 6.5 / 7.9

Element x y z (Å)
C  0.121  0.024  0.002
C  0.358  0.287  1.330
C  0.925  0.050  -1.041
C  1.590  0.644  1.934
O  2.718  0.660  1.108
O  1.661  0.930  3.123
P  3.137  0.648  -0.399
H  -0.913  -0.332  -0.379
H  -0.530  0.142  2.061
H  0.918  -0.349  -2.030

***

Most favorable first, least favorable last: 2), 1)

***

1) Entry from the Open Molecules 2025 dataset: one molecule with the formula C15H16N2O3S (wB97M-V/def2-TZVPD).

Summary:
LUMO, eV: 0.15
Orbital gap, eV: 8.4
Structure (SMILES): CN(C)/C=C/C(=O)c1ccn(S(=O)(=O)c2ccccc2)c1

Element x y z (Å)
C  -0.657  -3.063  0.099
N  -1.181  -2.369  1.246
C  -0.694  -1.162  1.605
C  -0.872  -0.537  2.789
C  -0.350  0.780  3.102
O  -0.226  1.170  4.253
C  0.032  1.645  1.962
C  -0.603  1.775  0.755
N  0.050  2.717  0.010
C  1.124  3.173  0.730
C  1.129  2.557  1.942
H  1.822  2.707  2.745
H  1.764  3.918  0.302
S  -0.205  2.918  -1.654
O  -1.614  2.899  -1.885
O  0.574  4.038  -2.069
C  0.521  1.392  -2.239
C  -0.300  0.317  -2.517
C  0.272  -0.883  -2.907
C  1.652  -0.990  -3.003
C  2.464  0.098  -2.719
C  1.895  1.301  -2.333
H  2.495  2.170  -2.116
H  3.536  0.009  -2.801
H  2.097  -1.926  -3.306
H  -0.355  -1.730  -3.141
H  -1.368  0.443  -2.436
H  -1.502  1.332  0.375
H  -1.341  -1.039  3.621
H  -0.118  -0.672  0.829
C  -1.960  -3.158  2.168
H  -1.336  -3.616  2.942
H  -2.707  -2.528  2.649
H  -2.471  -3.947  1.618
H  -0.116  -2.368  -0.541
H  0.026  -3.866  0.398
H  -1.476  -3.505  -0.474

***

2) Entry from the Open Molecules 2025 dataset: one molecule with the formula C15H16N2O3S (wB97M-V/def2-TZVPD).

Summary:
LUMO, eV: -0.03
Orbital gap, eV: 8.5
Structure (SMILES): CC(=O)c1sc(NC(=O)CCOc2ccccc2)nc1C

Element x y z (Å)
C  0.265  2.957  6.008
C  1.282  2.265  5.136
O  2.380  1.938  5.534
C  0.863  2.007  3.765
C  1.598  1.390  2.773
N  0.973  1.279  1.579
C  -0.218  1.777  1.594
N  -1.094  1.823  0.555
C  -0.983  1.331  -0.739
O  -1.885  1.539  -1.508
C  0.287  0.591  -1.063
C  0.149  -0.186  -2.370
O  -0.560  -1.369  -2.070
C  -0.933  -2.191  -3.091
C  -0.611  -1.997  -4.429
C  -1.042  -2.909  -5.379
C  -1.787  -4.014  -5.014
C  -2.106  -4.209  -3.679
C  -1.684  -3.308  -2.725
H  -1.925  -3.443  -1.682
H  -2.688  -5.069  -3.382
H  -2.119  -4.719  -5.762
H  -0.787  -2.748  -6.417
H  -0.028  -1.146  -4.744
H  -0.402  0.418  -3.101
H  1.142  -0.430  -2.771
H  0.524  -0.097  -0.252
H  1.099  1.317  -1.129
H  -1.974  2.295  0.736
S  -0.702  2.462  3.138
C  2.975  0.862  2.923
H  3.305  0.436  1.981
H  3.002  0.107  3.706
H  3.649  1.659  3.232
H  -0.640  2.356  6.069
H  0.675  3.102  7.003
H  0.002  3.922  5.576

***

3) Entry from the Open Molecules 2025 dataset: one molecule with the formula C15H16N2O3S (wB97M-V/def2-TZVPD).

Summary:
LUMO, eV: 0.03
Orbital gap, eV: 7.1
Structure (SMILES): CCCC(=O)Nc1nc(-c2ccc3c(c2)OCCO3)cs1

Element x y z (Å)
C  -0.208  -0.345  -5.536
C  -1.234  -1.358  -5.271
C  -2.246  -0.856  -4.398
C  -1.754  -0.514  -2.861
O  -0.749  -0.704  -2.377
N  -2.675  0.171  -1.968
C  -2.550  0.470  -0.590
N  -1.343  0.478  -0.067
C  -1.468  0.957  1.228
C  -2.806  1.508  1.434
S  -3.581  1.328  0.016
H  -2.951  2.013  2.355
C  -0.558  0.909  2.190
C  0.763  0.026  1.669
C  1.834  0.059  2.553
C  1.704  0.337  3.982
C  0.403  1.066  4.373
C  -0.563  1.142  3.547
H  -1.357  1.678  3.680
H  0.546  1.284  5.364
O  2.842  0.432  4.764
C  4.091  -0.164  4.211
C  3.862  -1.226  3.087
H  4.735  -1.588  2.706
O  3.124  -0.572  1.961
H  3.349  -1.999  3.569
H  4.549  -0.198  4.983
H  4.520  0.845  3.465
H  0.753  -0.360  0.822
H  -3.574  0.382  -2.480
H  -2.936  -1.585  -4.186
H  -2.647  0.199  -4.623
H  -1.601  -1.797  -6.088
H  -0.701  -2.094  -4.566
H  0.575  -0.634  -6.120
H  -0.531  0.438  -6.137
H  0.383  0.267  -4.690

***

Most favorable first, least favorable last: 2), 1), 3)

***

1) Entry from the Open Molecules 2025 dataset: one molecule with the formula C2H7N3O2 (wB97M-V/def2-TZVPD).

Summary:
LUMO, eV: 0.49
Orbital gap, eV: 9.5
Structure (SMILES): CN(N)C(=O)NO

Element x y z (Å)
C  -0.564  -1.653  -0.167
C  1.127  -0.046  -0.044
H  -0.670  -1.840  1.033
H  -0.017  -2.263  -0.716
H  -1.707  -1.458  -0.349
H  -1.974  0.723  -0.574
H  -1.741  0.231  0.993
H  2.490  0.857  -0.381
H  -0.050  2.321  0.315
N  -0.188  -0.080  -0.482
N  -1.208  0.664  0.206
N  1.610  1.189  0.370
O  1.903  -0.981  -0.206
O  0.990  2.335  0.002

***

2) Entry from the Open Molecules 2025 dataset: a 2-piece molecular cluster, C2H7N3O2 overall (wB97M-V/def2-TZVPD).

Summary:
LUMO (spin up / spin down), eV: -0.56 / -0.56
Orbital gap (spin up / spin down), eV: 7.8 / 7.8

Element x y z (Å)
C  -0.833  -1.761  0.159
N  -0.534  0.494  0.647
N  -0.533  1.246  1.597
H  -1.241  0.952  2.296
H  -1.047  -1.678  1.217
H  -1.588  -1.420  -0.536
H  -0.320  -2.675  -0.102
C  0.304  0.692  -0.642
N  1.479  1.470  -0.511
O  0.781  -0.908  -0.627
O  -0.478  0.886  -1.589
H  0.733  -1.063  -1.584
H  2.002  1.316  0.341
H  1.276  2.448  -0.666

***

Most favorable first, least favorable last: 2), 1)